# 1
Computed, not measured: a gas-phase ion, C9H11N2 (charge +1) in a non-equilibrium geometry, with ωB97M-V/def2-TZVPD.

CARTESIAN COORDINATES (ANGSTROEM)
N: -0.00820 2.13126 0.42733
N: 0.76845 0.42675 1.65978
C: 0.11246 -1.89955 -1.54362
C: 0.15957 -0.56951 -1.19995
C: -1.13351 -2.55312 -1.41751
C: -2.15022 -2.02887 -0.69697
C: -2.03054 -0.75226 -0.10028
C: 2.25958 2.30957 1.17861
C: 1.04609 1.49135 1.04163
C: -0.87089 1.49745 -0.24684
C: -0.85614 0.03670 -0.55316
H: 1.11577 -2.36410 -1.54350
H: -1.96480 -0.61098 1.05258
H: 2.89722 2.20347 0.20643
H: -1.24776 -3.37819 -2.13465
H: -3.00641 -0.20041 -0.15224
H: 1.27941 -0.13128 2.31000
H: -2.99265 -2.66980 -0.40264
H: 1.96817 3.29024 1.12296
H: 1.00451 0.00589 -1.58745
H: 2.93959 2.09326 2.08529
H: -1.70595 2.13478 -0.49740

Summary:
energy above the lowest of the compared OMol25 structures with the same formula, charge and spin	418.70	kJ/mol
frontier orbital gap (alpha / beta)	6.86 / 6.86	eV
max |F|	4.14	eV Å⁻¹
net charge	+1
total energy	-12481.0707	eV


# 2
Computed, not measured: 2 unconnected molecules or ions with the total composition C7H5F3N3O in a non-equilibrium geometry, with ωB97M-V/def2-TZVPD.

CARTESIAN COORDINATES (ANGSTROEM)
F: -1.36866 -3.92451 -0.54281
F: -2.29657 -3.90470 -2.59979
F: -3.24169 -2.90602 -0.98404
O: 1.12190 -0.31304 2.01683
N: 0.98109 -0.24926 0.67154
N: 0.97304 0.95721 2.47794
N: 0.71493 3.08668 1.61947
C: 0.38613 -0.99860 -1.36152
C: -2.41907 -3.85398 -1.32614
C: 0.14925 0.19810 -1.56629
C: 0.91533 -1.38644 -0.09651
C: 0.71459 1.02683 0.33283
C: 0.23696 1.51987 -1.01647
C: 0.80127 1.78898 1.50091
H: 0.52779 3.54006 0.71903
H: -0.84683 1.79963 -1.07629
H: 0.93429 2.31412 -1.53547
H: 0.66684 3.59934 2.42022
H: 1.04941 -2.29424 0.34657

Summary:
energy above the lowest of the compared OMol25 structures with the same formula, charge and spin	52.17	kJ/mol
frontier orbital gap (alpha / beta)	5.08 / 8.07	eV
max |F|	4.35	eV Å⁻¹
net charge	+1
total energy	-21993.0497	eV